1.
DFT (ωB97M-V/def2-TZVPD) results for one molecule with the formula C3H5BrO.

Properties
**SMILES**: C[C@]1(Br)CO1
**M**: 137.0 g mol⁻¹
**Relative energy (zero: lowest compared OMol25 entry of this formula, charge and spin)**: 24.3 kcal/mol

Structure (ORCA input):
```
! wB97M-V def2-TZVPD RIJCOSX def2/J DEFGRID3
* xyz 0 1
C -0.06667 1.27292 0.58472
C 0.47078 0.02463 -0.10760
C -0.39169 -1.22459 -0.41027
O 0.19994 1.18934 -0.87736
Br 2.31258 -0.31328 0.18273
H -1.06609 1.39276 0.79254
H 0.56742 2.12284 1.04738
H -1.07328 -1.27024 0.41123
H 0.11677 -2.13848 -0.38392
H -1.06976 -1.05589 -1.23944
*
```

=====

2.
DFT (ωB97M-V/def2-TZVPD) results for C3H5BrO as an isolated structure.

Properties
**M**: 137.0 g mol⁻¹
**Relative energy (zero: lowest compared OMol25 entry of this formula, charge and spin)**: 102.8 kcal/mol

Structure (ORCA input):
```
! wB97M-V def2-TZVPD RIJCOSX def2/J DEFGRID3
* xyz 0 1
C -1.41219 -2.08831 -0.02136
C 0.55580 0.26237 0.15921
C 0.11224 1.71084 0.19798
O -0.18749 -0.67945 0.00914
Br 2.49351 -0.12891 0.14139
H -0.63778 -2.81278 0.38007
H -1.35175 -2.10120 -1.10076
H 0.33139 1.89697 -0.86033
H 0.97923 2.07874 0.69290
H -0.88297 1.86172 0.40176
*
```

=====

Question: relative energy (zero: lowest compared OMol25 entry of this formula, charge and spin) of number 1 (C3H5BrO)?
Answer: 24.3 kcal/mol